Entry 1:
Density functional theory data (ωB97M-V with the def2-TZVPD basis set) for a gas-phase ion, C6H8N (charge +1).

Atoms and positions in Å:
C -1.4067 -1.2018 -1.4659
C -0.3412 -0.2174 -0.8911
C 0.6439 0.8849 -1.2542
C 1.3723 1.5259 -0.2237
C 0.8075 0.9760 1.0147
N -0.0886 -0.2166 0.5107
C -0.4747 -1.0457 1.4015
H -1.8567 -1.7942 -0.6897
H -1.6021 -1.3071 -2.5611
H 0.7903 1.1339 -2.2675
H 1.9406 2.3314 -0.5307
H 1.4275 0.3131 1.7112
H 0.0704 1.5762 1.5758
H -1.0356 -1.9589 1.1258
H -0.2469 -0.9997 2.5442

Summary:
LUMO level (alpha / beta) ... -0.2070 / -0.2088 hartree
Net charge ... +1
Largest force on an atom ... 7.34 eV/Å
Structure (SMILES) ... C=C1C=CC[N+]1=C
Gap between HOMO and LUMO (alpha / beta) ... 7.462 / 7.523 eV


Entry 2:
Density functional theory data (ωB97M-V with the def2-TZVPD basis set) for 7 unconnected molecules or ions with the total composition C22H63N9O7.

Atoms and positions in Å:
C 5.8644 -2.6729 2.2274
O 4.7748 -2.5700 1.2585
C 3.5521 -3.2707 1.5919
C 2.7349 -3.5132 0.3519
C 2.6367 -2.2070 -0.4411
N 1.3331 -3.9082 0.6400
H 6.6705 -2.0132 1.9062
H 6.1880 -3.7133 2.1977
H 5.4793 -2.3706 3.2013
H 3.7969 -4.2683 1.9566
H 3.1086 -2.6874 2.3989
H 3.2210 -4.1633 -0.3755
H 3.6058 -2.0185 -0.9029
H 2.3514 -1.4063 0.2412
H 1.9501 -2.2903 -1.2835
H 0.9108 -3.1532 1.1613
H 1.2301 -4.7260 1.2237
C 1.0565 -2.4061 4.7234
O 2.0374 -1.3577 4.4265
C 3.1337 -1.3207 5.3403
C 3.6344 0.1107 5.3181
C 4.2595 0.5899 4.0326
N 4.6016 0.3813 6.3617
H 1.5239 -3.3191 5.0923
H 0.4931 -2.7321 3.8490
H 0.4616 -2.0089 5.5459
H 2.8784 -1.6100 6.3597
H 3.9561 -1.9890 5.0848
H 2.8788 0.8842 5.4555
H 4.6254 1.6163 4.0589
H 3.4651 0.6042 3.2864
H 5.1474 0.0920 3.6429
H 4.4370 -0.1981 7.1725
H 4.6802 1.2908 6.7938
C -4.3685 1.2119 -5.8317
O -4.1992 0.0777 -5.1144
C -2.8311 -0.4223 -5.0177
C -1.8997 0.4663 -4.2141
C -0.4469 0.1309 -4.4407
N -2.0527 0.4278 -2.7727
H -5.4393 1.3661 -5.9653
H -3.8497 1.0943 -6.7830
H -3.9540 2.0916 -5.3392
H -2.8527 -1.3797 -4.4971
H -2.4926 -0.7032 -6.0150
H -1.8701 1.5295 -4.4527
H -0.1171 0.3338 -5.4596
H -0.3294 -0.9042 -4.1200
H 0.1438 0.6968 -3.7205
H -2.0886 1.4100 -2.5403
H -2.9266 -0.0106 -2.5191
C -2.0436 -2.3618 -0.8779
O -2.8543 -3.3765 -1.4548
C -2.4436 -4.7264 -1.2143
C -1.2283 -5.1639 -2.0263
C -1.4916 -5.9962 -3.3830
N -0.3267 -6.0189 -1.3380
H -2.2308 -2.4469 0.1925
H -2.5119 -1.3880 -1.0216
H -0.9923 -2.5079 -1.1258
H -2.2675 -4.6536 -0.1411
H -3.2483 -5.4456 -1.3667
H -0.7255 -4.2580 -2.3647
H -2.0512 -5.3949 -4.0995
H -2.2273 -6.7842 -3.2223
H -0.6776 -6.6018 -3.7813
H 0.4208 -5.4195 -1.0187
H 0.0282 -6.4686 -2.1698
C -2.7729 7.6205 -2.0620
O -3.1579 6.1790 -1.9993
C -3.0172 5.5336 -0.7179
C -3.2982 4.0705 -1.0237
C -3.7310 3.2885 0.1668
N -2.0750 3.5127 -1.6225
H -3.4240 8.1772 -1.3880
H -2.9712 8.0332 -3.0511
H -1.7299 7.8763 -1.8753
H -2.0425 5.8407 -0.3385
H -3.7844 5.7695 0.0195
H -4.1222 3.9456 -1.7262
H -3.7343 2.2335 -0.1072
H -4.6793 3.6457 0.5684
H -2.9955 3.5434 0.9297
H -1.6428 4.2591 -2.1481
H -1.4593 3.2765 -0.8576
N 0.6647 5.9050 1.3021
C 0.5230 4.6568 1.6232
N -0.0053 4.5562 2.8167
O 0.8462 3.6802 0.8945
H 0.6506 6.5933 2.0412
H 1.1592 6.1177 0.4475
H -0.1961 3.6931 3.3053
H 0.1040 5.3607 3.4174
N 0.9578 1.0702 1.7048
C 0.0992 0.4316 0.9729
N -0.1838 0.9875 -0.1081
O -0.4688 -0.5690 1.4276
H 1.6412 1.6767 1.2743
H 1.0991 0.5449 2.5558
H -0.8700 0.6287 -0.7566
H 0.3840 1.7814 -0.3676

Summary:
LUMO level ... 0.0039 hartree
Largest force on an atom ... 7.18 eV/Å
Structure (SMILES) ... COC[C@H](C)N.COC[C@H](C)N.COC[C@H](C)N.COC[C@H](C)N.COC[C@H](C)N.NC(N)=O.NC(N)=O
Gap between HOMO and LUMO ... 8.653 eV